[1]
Here is a 8-piece molecular cluster, H16O8 overall in a non-equilibrium geometry from OMol25. Energies are from ωB97M-V with the def2-TZVPD basis set.

XYZ file:
```
24
Properties=species:S:1:pos:R:3:lowdin_spin:R:1
O -1.81680 -0.99145 0.41635 0.0468
H -1.44615 -0.56123 1.18691 0.0000
H -1.70372 -1.92668 0.58601 -0.0005
O -0.76858 3.21867 0.27943 0.0008
H 0.13769 2.93226 0.16596 -0.0001
H -0.77416 4.12502 -0.02837 0.0000
O 2.78694 -1.31320 2.22708 0.0005
H 2.01924 -0.74881 2.13579 0.0000
H 2.46660 -2.07879 2.70405 0.0000
O 0.36615 0.10261 2.26644 -0.0002
H 0.07712 1.00297 2.41494 0.0000
H 0.24116 -0.33181 3.11017 0.0000
O -3.98645 -0.13719 -1.06567 0.4689
H -3.08780 -0.33077 -0.79889 0.0025
H -4.25176 0.59137 -0.50438 0.0056
O 0.33178 2.06029 -3.80400 0.2596
H 0.67659 1.59530 -4.56632 0.0028
H 0.39336 1.42724 -3.08868 0.0014
O 0.60940 0.08707 -0.93980 0.0749
H -0.33415 0.02484 -0.79124 -0.0009
H 0.97026 0.33737 -0.08929 0.0004
O 2.18032 -3.08008 -0.94603 0.1355
H 2.88271 -3.61269 -0.57293 0.0013
H 2.03027 -2.39230 -0.29743 0.0007
```

* M: 144.12 Da
* energy relative to the best compared isomer or geometry (same formula, charge and spin): 33.7 kcal/mol
* DFT total energy: -611.08778 Eh
* total charge: +1
* spin multiplicity: 2

---

[2]
Here is a 2-piece molecular cluster, C2H3FN2O overall in a non-equilibrium geometry from OMol25. Energies are from ωB97M-V with the def2-TZVPD basis set.

XYZ file:
```
9
Properties=species:S:1:pos:R:3:mulliken_charge:R:1
C 1.20594 -0.60785 0.37279 0.1477
C -0.50299 0.46817 -0.24230 -0.1548
N -0.04727 -0.60688 0.55983 -0.3310
N 1.70949 0.39138 -0.55826 0.0859
O 0.64969 1.09180 -0.78405 -0.0858
F 1.79755 -0.90017 -1.91584 -0.4815
H 1.92294 -1.34071 0.94948 0.3161
H -1.27805 0.04122 -1.06221 0.2557
H -1.03276 1.34563 0.30460 0.2476
```

* M: 90.06 Da
* energy relative to the best compared isomer or geometry (same formula, charge and spin): 88.1 kcal/mol
* DFT total energy: -362.45090 Eh
* total charge: 0

---

[3]
Here is C44H56CrN8O3P2 as an isolated structure in a non-equilibrium geometry from OMol25. Energies are from ωB97M-V with the def2-TZVPD basis set.

XYZ file:
```
114
Properties=species:S:1:pos:R:3:lowdin_spin:R:1
Cr -0.78046 0.09692 -0.14992 2.9981
C 1.89724 2.58847 -3.13669 0.0007
N 0.51280 2.45046 -3.54376 0.0068
C 0.21870 3.03367 -4.83577 0.0005
C -0.37268 1.88898 -2.73109 0.0039
O -0.05171 1.42690 -1.61533 0.0191
C -1.82652 1.77605 -3.18511 0.0009
O -2.60812 1.45159 -2.04973 0.0070
C -3.69878 0.58090 -2.26310 0.0008
C -3.31340 -0.83184 -1.80666 0.0029
O -2.16777 -1.02224 -1.35699 0.0130
N -4.19521 -1.81618 -1.89807 0.0027
C -3.82474 -3.15359 -1.47493 0.0005
C -5.55761 -1.69878 -2.36667 0.0002
H 2.55063 2.32926 -3.96780 0.0001
H 2.10559 3.61771 -2.84030 0.0003
H 2.09141 1.91011 -2.31002 0.0000
H 1.01358 2.75472 -5.52826 0.0001
H -0.72758 2.69378 -5.24507 0.0000
H 0.20796 4.12373 -4.76186 0.0004
H -2.17677 2.73322 -3.59084 0.0002
H -1.89835 0.99909 -3.95771 0.0001
H -4.53116 0.96026 -1.65932 0.0002
H -4.00454 0.58096 -3.31429 0.0001
H -2.74620 -3.20827 -1.34695 0.0002
H -4.31730 -3.39957 -0.53306 0.0001
H -4.13677 -3.87134 -2.23153 0.0000
H -5.82820 -0.67621 -2.60120 0.0000
H -5.69795 -2.31016 -3.25909 0.0002
H -6.23469 -2.07184 -1.59637 0.0000
C -4.91411 1.82918 3.14353 0.0009
N -4.19318 1.82531 1.88012 0.0093
C -4.32869 3.07733 1.15517 0.0010
C -3.20341 0.96746 1.54593 0.0087
N -2.26127 1.23444 0.69530 0.0004
N -3.25772 -0.28489 2.14464 0.0051
C -2.35997 -1.31306 2.03884 0.0091
N -2.63748 -2.38963 2.80320 0.0080
N -1.33346 -1.25654 1.25232 -0.0087
H -5.96900 2.04023 2.96325 0.0001
H -4.51554 2.61480 3.79303 0.0006
H -4.85056 0.89120 3.68535 0.0000
H -5.34223 3.44748 1.30002 0.0002
H -4.17585 2.92003 0.08911 0.0001
H -3.63059 3.83911 1.51314 0.0003
H -2.28250 2.19249 0.36302 0.0030
H -4.04575 -0.45388 2.75551 0.0003
H -3.35189 -2.38107 3.51298 0.0001
H -2.00839 -3.17440 2.82989 0.0002
H -0.79664 -2.11763 1.30155 0.0026
C 2.59847 0.66570 0.71989 -0.0032
N 3.02368 -0.69607 0.85552 0.0003
C 2.08752 -1.75080 0.57699 -0.0004
P 0.95918 -1.42145 -0.86979 -0.0173
C 2.08233 -1.11954 -2.26618 -0.0031
C 1.51219 -0.71170 -3.47246 -0.0012
C 2.30110 -0.55473 -4.59726 0.0002
C 3.66385 -0.80080 -4.52991 -0.0013
C 4.23635 -1.17948 -3.32728 0.0000
C 3.45499 -1.33882 -2.19558 -0.0018
C 0.35118 -3.11355 -1.21444 -0.0016
C 0.06543 -3.47900 -2.52867 -0.0026
C -0.40565 -4.74575 -2.82789 0.0004
C -0.62343 -5.66521 -1.81531 -0.0028
C -0.37182 -5.30501 -0.50129 0.0002
C 0.10950 -4.04141 -0.19956 -0.0021
C 4.19657 -1.01929 1.55254 0.0001
C 4.25978 -2.15579 2.36923 -0.0001
C 5.42892 -2.48377 3.02686 0.0000
C 6.56128 -1.69548 2.88620 -0.0001
C 6.50615 -0.56536 2.08332 0.0000
C 5.34200 -0.22491 1.42212 -0.0002
P 0.85798 1.08984 1.28646 -0.0353
C 0.93705 2.91955 1.34719 -0.0032
C 0.26235 3.63506 2.33695 -0.0037
C 0.30395 5.01923 2.36169 0.0005
C 1.01395 5.71865 1.39946 -0.0043
C 1.68106 5.01826 0.40703 0.0003
C 1.63779 3.63430 0.37483 -0.0034
C 0.78887 0.60542 3.03468 -0.0049
C -0.42105 0.80746 3.70005 -0.0018
C -0.52942 0.54901 5.05297 0.0002
C 0.57060 0.08714 5.76052 -0.0023
C 1.76641 -0.14326 5.10087 0.0001
C 1.87856 0.10969 3.74382 -0.0029
H 2.60456 0.95644 -0.34358 -0.0002
H 3.28073 1.32446 1.26887 -0.0010
H 1.42959 -1.92479 1.45185 -0.0001
H 2.64219 -2.67630 0.36521 -0.0004
H 0.44585 -0.52010 -3.51475 -0.0001
H 1.85303 -0.25537 -5.53181 0.0000
H 4.27368 -0.70080 -5.41380 -0.0001
H 5.29492 -1.37348 -3.27041 0.0000
H 3.92183 -1.63748 -1.27133 -0.0001
H 0.24065 -2.78234 -3.33387 -0.0001
H -0.58540 -5.02093 -3.85572 0.0001
H -0.97387 -6.65796 -2.04922 -0.0001
H -0.53545 -6.02009 0.29040 0.0001
H 0.33037 -3.80434 0.83263 0.0000
H 3.38673 -2.77164 2.52122 0.0000
H 5.45344 -3.35634 3.66036 0.0000
H 7.47399 -1.96383 3.39288 0.0000
H 7.38635 0.04512 1.96418 0.0000
H 5.33559 0.63808 0.77416 0.0000
H -0.27292 3.11918 3.11897 -0.0002
H -0.21040 5.55225 3.14742 0.0001
H 1.05609 6.79680 1.43129 -0.0002
H 2.24917 5.55817 -0.33643 0.0001
H 2.17118 3.11477 -0.40396 -0.0002
H -1.26247 1.19552 3.14135 -0.0002
H -1.46370 0.72012 5.56579 0.0001
H 0.49143 -0.09536 6.82003 -0.0001
H 2.62569 -0.49004 5.65310 0.0000
H 2.82629 -0.06259 3.26324 -0.0002
```

* M: 858.93 Da
* DFT total energy: -4100.52783 Eh
* total charge: +3
* spin multiplicity: 4

---

[4]
Here is one molecule with the formula C5H13NO2 in a non-equilibrium geometry from OMol25. Energies are from ωB97M-V with the def2-TZVPD basis set.

XYZ file:
```
21
Properties=species:S:1:pos:R:3:mulliken_charge:R:1
C 0.87399 0.65663 2.50001 -1.0435
N 1.13461 0.56205 1.05792 -0.4494
C -0.03658 0.43541 0.20177 -0.0315
C -1.00235 -0.67576 0.60801 -0.5589
O -2.33034 -0.43047 0.08743 -0.5189
C 0.41654 0.34891 -1.28177 0.1530
C 0.32596 -1.02109 -1.97201 -1.1723
O -0.33219 1.31893 -2.02000 -0.5743
H -0.04773 1.17402 2.69606 0.4015
H 1.66811 1.28193 2.90794 0.3264
H 0.94480 -0.29243 3.03769 0.3147
H 1.78408 -0.19348 0.86660 0.2476
H -0.59201 1.33679 0.23128 0.3856
H -0.81047 -1.69009 0.27869 0.2306
H -1.05137 -0.67005 1.69840 0.3187
H -2.30320 0.41736 -0.36490 0.3479
H 1.44887 0.66580 -1.35740 0.4041
H -0.10128 -1.79483 -1.34332 0.2822
H 1.28609 -1.36448 -2.35912 0.2867
H -0.30599 -0.97670 -2.86400 0.3434
H -0.96957 0.91157 -2.60928 0.3064
```

* SMILES: CN[C@H](CO)[C@@H](C)O
* M: 119.16 Da
* energy relative to the best compared isomer or geometry (same formula, charge and spin): 51.2 kcal/mol
* DFT total energy: -403.49507 Eh
* total charge: 0

---

[5]
Here is a 2-piece molecular cluster, C5H6N2Se overall in a non-equilibrium geometry from OMol25. Energies are from ωB97M-V with the def2-TZVPD basis set.

XYZ file:
```
14
Properties=species:S:1:pos:R:3:mulliken_charge:R:1
C 2.76569 -0.43626 -0.39217 -0.0447
C 1.91435 -1.10938 -1.26297 -0.2198
C 1.11041 0.98326 0.26524 -0.4485
C 0.28719 0.20057 -0.50250 0.4869
C -3.30301 0.23755 1.01579 -0.7585
N 2.33849 0.56482 0.30879 -0.4643
N 0.64092 -0.79557 -1.24932 -0.3694
Se -2.69503 0.33799 -0.76526 -0.0012
H 3.83229 -0.56226 -0.32698 0.3956
H 2.30294 -1.79140 -2.09982 0.2982
H 0.79601 1.79780 0.92611 0.3496
H -3.71360 1.16446 1.36210 0.2921
H -4.04689 -0.56820 1.30146 0.2827
H -2.22979 -0.02338 1.41951 0.2013
```

* M: 173.08 Da
* energy relative to the best compared isomer or geometry (same formula, charge and spin): 71.9 kcal/mol
* DFT total energy: -2704.90538 Eh
* total charge: 0

---

[6]
Here is one molecule with the formula C5H12ClN3O2 in a non-equilibrium geometry from OMol25. Energies are from ωB97M-V with the def2-TZVPD basis set.

XYZ file:
```
23
Properties=species:S:1:pos:R:3:mulliken_charge:R:1
C -1.51834 1.70120 0.04928 -0.8581
N -1.85507 0.31410 0.32967 -0.5138
C -0.67113 -0.52172 -0.11436 0.4969
C -0.43702 -0.38835 -1.69505 -1.8356
N 0.40414 -0.42109 0.81393 -0.1062
C 1.75635 -0.50216 0.36888 -0.7154
C 2.30047 0.84608 0.61677 -0.1213
Cl 3.82685 1.02951 -0.25199 -0.2120
N -1.35309 -1.88821 0.12691 1.0601
O -1.76783 -2.43229 -0.84330 -0.6135
O -1.31466 -2.32064 1.25165 -0.6690
H -2.18002 2.34601 0.51584 0.4293
H -0.53593 1.86041 0.49499 0.2564
H -1.59796 1.96634 -0.98475 0.2360
H -2.04921 0.21517 1.36295 0.2936
H 0.11855 -1.25926 -2.12020 0.4302
H -1.48555 -0.52663 -2.09784 0.4336
H 0.25560 0.42479 -1.79881 0.5463
H 0.06098 -1.10254 1.57592 0.3572
H 2.38744 -1.16558 1.06161 0.3145
H 1.66711 -0.68104 -0.65827 0.4111
H 2.47583 0.95223 1.74705 0.3327
H 1.51246 1.55367 0.24912 0.0470
```

* SMILES: CN[C@@](C)(NCCCl)[N+](=O)[O-]
* M: 181.62 Da
* energy relative to the best compared isomer or geometry (same formula, charge and spin): 12.0 kcal/mol
* DFT total energy: -972.49943 Eh
* total charge: 0

---

[7]
Here is C26H27Cl3FInNO5S4SbTe as an isolated structure in a non-equilibrium geometry from OMol25. Energies are from ωB97M-V with the def2-TZVPD basis set.

XYZ file:
```
70
Properties=species:S:1:pos:R:3:mulliken_charge:R:1
In -0.00455 -0.48222 0.06816 0.8109
S -4.89921 -1.71115 0.60491 -0.6959
Sb -4.30374 0.41571 1.12664 0.7995
S -2.28725 0.64403 2.30756 -0.5353
S -3.54451 1.50824 -1.04849 -0.5399
S -5.94728 1.77524 1.93292 -0.6994
C 5.43770 1.82153 -4.96379 -1.7352
C 4.98872 0.43651 -5.42426 0.4927
C 6.17580 -0.51475 -5.40720 -1.0294
C 5.74807 -1.92421 -5.78877 -1.0956
C 4.68991 -2.39385 -4.82620 1.1910
C 4.58380 -3.71915 -4.46702 -0.8603
C 3.59020 -4.11792 -3.58294 0.0434
F 3.52539 -5.42560 -3.24520 -0.3746
C 2.68465 -3.23699 -3.07444 -0.9316
C 2.76992 -1.88832 -3.43065 -0.2089
C 1.70678 -0.96458 -2.95270 1.2085
O 0.74427 -1.41015 -2.33346 -0.8474
C 1.90497 0.41631 -3.31179 -0.1185
C 2.94897 0.75322 -4.09906 -0.4098
N 3.90293 -0.09567 -4.57606 0.3109
C 3.79809 -1.45433 -4.27620 -0.0804
C 1.02707 1.56274 -2.81630 -0.0643
O 1.10176 2.63472 -3.45501 -0.8301
O 0.36795 1.31099 -1.77538 -0.0509
H 6.37348 2.07415 -5.46492 0.4316
H 5.60609 1.82257 -3.88483 0.3882
H 4.71486 2.60203 -5.19752 0.5075
H 4.61796 0.51087 -6.45143 0.0935
H 6.60258 -0.52492 -4.39936 0.3373
H 6.93045 -0.13199 -6.09526 0.4059
H 6.59500 -2.61091 -5.77578 0.4049
H 5.34985 -1.91602 -6.80933 0.3267
H 5.26698 -4.45606 -4.87478 0.4624
H 1.89374 -3.54642 -2.40161 0.5642
H 3.03374 1.79478 -4.37299 0.6590
Cl 4.55344 1.59594 5.85813 -0.2874
C 3.93623 0.98084 4.33387 0.5193
C 2.90600 1.64453 3.68762 -0.8737
C 2.44049 1.15803 2.48150 0.2926
Cl 1.17280 2.01862 1.65216 -0.1300
C 2.92796 -0.03218 1.84505 -0.4016
O 2.48136 -0.50929 0.75320 -0.4957
C 3.99390 -0.63987 2.58095 0.4726
Cl 4.69751 -2.08871 1.90621 -0.2463
C 4.49019 -0.15996 3.77760 -0.7321
H 2.46291 2.53426 4.11660 0.4055
H 5.30375 -0.67501 4.27222 0.3993
C -1.67408 4.15579 -1.32542 -1.0619
Te -1.72665 2.48465 0.04252 0.8786
C -2.84212 3.78608 1.31809 -1.2188
H -2.66353 4.30787 -1.75238 0.3426
H -0.94974 3.93006 -2.11147 0.1950
H -1.36052 5.04153 -0.76739 0.3230
H -2.23162 4.67820 1.48497 0.3743
H -3.04798 3.28636 2.25488 0.4343
H -3.77667 4.04087 0.82369 0.3772
C 0.57207 -5.31296 0.00345 -0.6254
C -0.52531 -5.13044 -1.06580 -0.5602
C -1.20445 -3.79520 -0.68777 0.0314
O -0.62437 -3.39259 0.55685 -0.4322
C 0.69808 -3.91287 0.59753 -0.0274
H 1.51676 -5.67468 -0.40837 0.3010
H 0.24045 -6.00822 0.77610 0.3380
H -1.23722 -5.95626 -1.05730 0.3382
H -0.09525 -5.07221 -2.06742 0.1947
H -2.27645 -3.87009 -0.52844 0.3438
H -1.01650 -3.03655 -1.45020 -0.0926
H 1.03923 -3.89257 1.63181 0.3395
H 1.38147 -3.29112 0.00231 -0.0460
```

* M: 1051.31 Da
* energy relative to the best compared isomer or geometry (same formula, charge and spin): 59.7 kcal/mol
* DFT total energy: -5209.69893 Eh
* total charge: -2

---

Question: Number 4 is which compound?
Answer: C5H13NO2

---

Question: What is the DFT total energy in the second record?
Answer: -362.45090 Eh